Here is a 5-piece molecular cluster, C16H22Cl6N2 overall from the Open Molecules 2025 dataset. Energies are from wB97M-V/def2-TZVPD.

Summary:
- total charge = 0
- E_tot (hartree) = -3493.49969
- HOMO-LUMO gap (eV) = 10.014
- SMILES = c1ccncc1.c1ccncc1.ClCCCl.ClCCCl.ClCCCl
- ΔE to the lowest compared entry with this formula, charge and spin (kJ/mol) = 98.4

Geometry (Å):
C -0.1174 1.5424 -2.9757
C 1.2453 1.3844 -2.7422
C 1.8483 2.4433 -2.0553
N 1.2181 3.5377 -1.5974
C -0.1221 3.6872 -1.8392
C -0.7961 2.6714 -2.5111
H -0.6354 0.8137 -3.5816
H 1.8631 0.5474 -3.0322
H 2.8728 2.4622 -1.7143
H -0.5811 4.6038 -1.4991
H -1.8215 2.8503 -2.7990
C -0.1874 -0.1368 1.7365
C 0.5405 -0.4204 0.5955
C -0.1295 -0.8904 -0.5442
N -1.4298 -1.2378 -0.5978
C -2.2040 -0.8390 0.4781
C -1.6219 -0.2741 1.6461
H 0.3510 0.1775 2.6184
H 1.5956 -0.1917 0.5652
H 0.5540 -1.0499 -1.3650
H -3.2543 -1.0781 0.3996
H -2.2585 -0.1493 2.5095
Cl -2.9416 1.9131 4.3949
C -3.8951 3.4180 4.2807
C -4.7315 3.5780 3.0325
Cl -5.7631 2.1966 2.5580
H -3.2264 4.2778 4.3209
H -4.5796 3.3444 5.1258
H -4.2144 3.7885 2.0964
H -5.4426 4.3790 3.2345
Cl 1.8392 -5.1050 -2.6379
C 0.5991 -3.9786 -2.1867
C -0.0495 -3.2729 -3.4267
Cl 1.1592 -2.3004 -4.3110
H 0.9353 -3.2874 -1.4139
H -0.2486 -4.5290 -1.7787
H -0.8556 -2.5728 -3.2074
H -0.4770 -3.9333 -4.1812
Cl 4.2775 -0.0942 1.9146
C 4.8864 -1.7093 1.5090
C 3.8306 -2.8490 1.5826
Cl 4.5512 -4.3427 0.9251
H 5.6475 -1.9167 2.2613
H 5.2722 -1.6277 0.4928
H 2.8639 -2.6748 1.1100
H 3.6335 -3.1556 2.6099

Partial charges, natural (NBO), in e:
1 C -0.167
2 C -0.266
3 C 0.025
4 N -0.424
5 C 0.027
6 C -0.261
7 H 0.222
8 H 0.232
9 H 0.195
10 H 0.199
11 H 0.216
12 C -0.165
13 C -0.265
14 C 0.023
15 N -0.439
16 C 0.022
17 C -0.254
18 H 0.223
19 H 0.226
20 H 0.189
21 H 0.204
22 H 0.227
23 Cl -0.060
24 C -0.390
25 C -0.384
26 Cl -0.065
27 H 0.231
28 H 0.223
29 H 0.224
30 H 0.224
31 Cl -0.019
32 C -0.417
33 C -0.384
34 Cl -0.086
35 H 0.224
36 H 0.224
37 H 0.239
38 H 0.223
39 Cl -0.059
40 C -0.391
41 C -0.383
42 Cl -0.057
43 H 0.225
44 H 0.226
45 H 0.224
46 H 0.219


Here is a 2-piece molecular cluster, C5H10O2 overall from the Open Molecules 2025 dataset. Energies are from wB97M-V/def2-TZVPD.

Summary:
- total charge = 0
- E_tot (hartree) = -346.91484
- HOMO-LUMO gap (eV) = 10.130
- SMILES = C=COCC.C=O
- ΔE to the lowest compared entry with this formula, charge and spin (kJ/mol) = 290.4

Geometry (Å):
C 1.4651 1.5873 0.1068
C 1.2337 0.4417 -0.5250
O 1.5211 -0.7704 0.0217
C 0.3942 -1.6305 0.2006
C -0.4233 -1.2407 1.4201
H 1.2819 2.5443 -0.3728
H 1.8455 1.5805 1.1231
H 0.8240 0.4059 -1.5395
H -0.2359 -1.6304 -0.7003
H 0.8175 -2.6313 0.3166
H -0.8867 -0.2596 1.2879
H -1.2226 -1.9703 1.5909
H 0.2176 -1.2085 2.3062
C -1.7061 1.2006 -1.3106
O -2.2749 0.4105 -0.6021
H -1.4891 2.2393 -0.9950
H -1.3621 0.9316 -2.3284

Partial charges, natural (NBO), in e:
1 C -0.478
2 C 0.137
3 O -0.530
4 C -0.061
5 C -0.642
6 H 0.203
7 H 0.212
8 H 0.155
9 H 0.170
10 H 0.188
11 H 0.226
12 H 0.217
13 H 0.209
14 C 0.281
15 O -0.508
16 H 0.116
17 H 0.107


Here is a 7-piece molecular cluster, C36H66N12O4S overall from the Open Molecules 2025 dataset. Energies are from wB97M-V/def2-TZVPD.

Summary:
- total charge = +4
- E_tot (hartree) = -2766.22896
- HOMO-LUMO gap (eV) = 8.487
- ΔE to the lowest compared entry with this formula, charge and spin (kJ/mol) = 495.7

Geometry (Å):
S -0.1851 0.3783 -0.8288
O -0.8799 0.8093 0.3571
O -1.0857 0.5324 -1.9812
O 1.0731 1.1212 -0.9731
O 0.2277 -1.0519 -0.7245
C 0.5883 3.3305 -5.2693
C -0.7641 3.9524 -4.7407
N -0.6724 4.2287 -3.3283
C 0.2409 5.0361 -2.6104
C -0.0649 4.9678 -1.2708
N -1.1487 4.1163 -1.1519
C -1.4306 3.5406 -2.4023
C -1.7414 3.6841 0.1450
H 0.3896 2.8116 -6.2071
H 0.9699 2.6186 -4.5374
H 1.2885 4.1650 -5.3065
H -1.6613 3.4060 -5.0312
H -1.1086 4.8243 -5.2967
H 0.9065 5.6823 -3.1634
H 0.3972 5.3885 -0.3899
H -2.0788 2.6840 -2.5131
H -0.9200 3.2965 0.7475
H -2.6270 3.0491 0.1227
H -1.9724 4.5630 0.7469
C 3.3982 5.1361 1.9625
C 1.9255 4.7319 2.4081
N 1.7673 3.4702 3.0599
C 1.7107 3.2537 4.3524
C 1.6842 1.8220 4.4810
N 1.5673 1.2072 3.2393
C 1.5778 2.2732 2.4002
C 1.3946 -0.1336 2.8789
H 3.3871 6.0178 1.3217
H 3.9051 4.2853 1.5071
H 4.0137 5.4425 2.8083
H 1.4388 4.7771 1.4338
H 1.5674 5.5786 2.9937
H 1.7605 4.0420 5.0890
H 1.7497 1.1738 5.3424
H 1.3678 2.2213 1.3421
H 1.5075 -0.1190 1.7948
H 0.3298 -0.3502 2.9651
H 1.9930 -0.7846 3.5162
C 5.4176 -4.3915 1.8242
C 5.0064 -3.0631 2.5143
N 4.4868 -1.9990 1.6319
C 3.4669 -2.1492 0.6691
C 3.3168 -0.9680 0.0047
N 4.1959 0.0056 0.5665
C 4.8400 -0.6866 1.5780
C 4.3071 1.3867 0.2721
H 4.5144 -4.9899 1.7045
H 5.9733 -4.8173 2.6596
H 6.1261 -4.3469 0.9970
H 5.7848 -2.4918 3.0202
H 4.3028 -3.2270 3.3305
H 3.0934 -3.1162 0.3660
H 2.5489 -0.7035 -0.7071
H 5.6740 -0.3548 2.1787
H 5.3309 1.4268 -0.0996
H 4.2820 2.0660 1.1242
H 3.5476 1.7102 -0.4396
C -4.9615 -1.1409 0.0353
C -4.1388 0.1460 -0.4060
N -4.8885 1.4348 -0.3024
C -4.9867 2.2535 0.7747
C -5.8271 3.2774 0.4385
N -6.4006 3.0075 -0.7869
C -5.8461 1.8320 -1.1783
C -7.5036 3.6286 -1.5490
H -4.2364 -1.9511 -0.0417
H -5.7442 -1.2378 -0.7170
H -5.2742 -1.1404 1.0795
H -3.6963 0.1550 -1.4021
H -3.2560 0.2943 0.2160
H -4.4727 2.0088 1.6926
H -6.2529 4.1322 0.9430
H -6.0604 1.3709 -2.1311
H -7.6117 4.6544 -1.1966
H -8.4129 3.0901 -1.2821
H -7.3970 3.5580 -2.6315
C -0.2828 -6.4846 5.3286
C -0.8200 -6.4205 3.7778
N -0.6009 -5.1520 3.2280
C 0.5843 -4.6333 2.6660
C 0.2232 -3.4765 1.9776
N -1.1598 -3.3060 2.1649
C -1.6307 -4.2908 2.9479
C -2.0230 -2.3512 1.4831
H -0.7966 -5.8413 6.0429
H 0.6382 -5.9021 5.3530
H -0.1342 -7.4515 5.8095
H -1.8675 -6.6883 3.6399
H -0.2478 -7.1168 3.1648
H 1.5138 -5.1628 2.8145
H 0.8004 -2.7728 1.3961
H -2.6575 -4.5359 3.1760
H -1.8476 -2.0259 0.4576
H -1.9047 -1.4313 2.0557
H -3.0343 -2.7544 1.5359
C 2.0259 -0.0359 -4.7554
C 0.5857 -0.5166 -4.8986
N 0.5340 -1.7720 -4.2959
C 1.1161 -2.8887 -4.8084
C 0.6879 -3.9979 -4.0851
N -0.1486 -3.5186 -3.0829
C -0.3493 -2.1828 -3.3576
C -0.7143 -4.2669 -1.9169
H 2.2691 0.0731 -3.6985
H 2.1272 0.9263 -5.2574
H 2.7038 -0.6480 -5.3504
H 0.3906 -0.6554 -5.9620
H -0.1072 0.1462 -4.3803
H 1.6847 -2.8594 -5.7261
H 0.9906 -5.0288 -3.9758
H -0.8933 -1.5355 -2.6856
H -1.5532 -4.8524 -2.2932
H -1.1356 -3.5754 -1.1872
H -0.0014 -4.8569 -1.3411

Atomic partial charges in e from the Mulliken method, atoms 1 to 99:
1 S 1.433
2 O -0.893
3 O -0.931
4 O -0.686
5 O -0.750
6 C -0.582
7 C -0.757
8 N 0.208
9 C -0.706
10 C -0.466
11 N 0.312
12 C -0.331
13 C 0.006
14 H 0.414
15 H -0.107
16 H 0.389
17 H 0.437
18 H 0.417
19 H 0.514
20 H 0.564
21 H 0.435
22 H -0.144
23 H -0.277
24 H 0.565
25 C -0.974
26 C 0.185
27 N 0.373
28 C -0.433
29 C -0.440
30 N 0.531
31 C -1.045
32 C -0.304
33 H 0.402
34 H 0.146
35 H 0.377
36 H -0.495
37 H 0.516
38 H 0.522
39 H 0.489
40 H 0.809
41 H -0.431
42 H 0.429
43 H 0.405
44 C -1.083
45 C -0.545
46 N 0.295
47 C -0.967
48 C -0.560
49 N 0.311
50 C -0.274
51 C -1.048
52 H 0.331
53 H 0.388
54 H 0.340
55 H 0.409
56 H 0.311
57 H 0.649
58 H 0.766
59 H 0.486
60 H 0.397
61 H 0.397
62 H 0.313
63 C -1.040
64 C -0.205
65 N 0.554
66 C -0.638
67 C -0.452
68 N 0.058
69 C -0.251
70 C -0.735
71 H 0.242
72 H 0.433
73 H 0.301
74 H 0.365
75 H -0.073
76 H 0.547
77 H 0.528
78 H 0.432
79 H 0.310
80 H 0.373
81 H 0.300
82 C -1.045
83 C -0.542
84 N 0.279
85 C -1.018
86 C -0.662
87 N 0.343
88 C -0.268
89 C -0.390
90 H 0.346
91 H 0.314
92 H 0.373
93 H 0.362
94 H 0.376
95 H 0.677
96 H 0.799
97 H 0.411
98 H -0.250
99 H 0.313